DFT (ωB97M-V/def2-TZVPD) results for a structure of composition C4H5CdLiO in a non-equilibrium geometry.

Cartesian coordinates (Å):
H 0.545 -1.490 2.080
Cd -0.161 0.503 2.030
C 0.455 -1.336 1.013
C -0.896 0.470 -0.613
H 1.576 0.565 -1.245
H 0.402 -2.399 0.884
Li -0.241 2.800 0.209
H -1.782 0.071 -1.094
H 0.447 0.032 -2.361
C 0.581 0.125 -1.286
O -1.113 1.238 0.468
C 0.188 -0.577 -0.084

Output
- total charge = +1
- highest occupied orbital energy (spin up / spin down) (eV) = -11.14 / -12.05
- multiplicity = 2
- total energy (Ha) = -405.40919
- E_LUMO (spin up / spin down) (eV) = -4.8 / -5.0
- energy above the lowest of the compared OMol25 structures with the same formula, charge and spin (kcal per mole) = 93.72